10 unconnected molecules or ions with the total composition C40H59NO18 in a non-equilibrium geometry, computed with ωB97M-V/def2-TZVPD.

Properties
- structure (SMILES) = c1cc[nH]c1.O=C1CCCO1.O=C1CCCO1.O=C1CCCO1.O=C1CCCO1.O=C1CCCO1.O=C1CCCO1.O=C1CCCO1.O=C1CCCO1.O=C1CCCO1
- E_tot (a.u.) = -2968.67010

```
! wB97M-V def2-TZVPD RIJCOSX def2/J DEFGRID3
* xyz 0 1
H 1.4736 0.9761 7.4844
H 2.1546 2.4882 0.6415
C 2.4179 -1.0424 7.4729
H -1.8351 3.8891 4.1885
H 1.7448 -1.2936 8.2926
H -3.4391 -3.7435 0.4202
H -4.9928 3.6392 1.8422
H -0.7118 -1.9518 -2.9765
H -5.2003 -1.1671 0.1471
C -0.3821 -3.2829 -5.0982
H -2.1274 -5.3796 2.3471
O -0.3005 0.7439 -3.8836
O 4.1732 -6.3831 1.1914
H -0.4132 5.2618 -0.2875
C 1.5420 4.7958 -1.1502
C -0.3323 1.6486 -4.7273
C 2.9811 -4.8725 -0.3361
H 0.0611 3.5622 -3.8436
C -2.5105 3.8651 3.3333
C -3.5914 -0.1916 -2.5232
H 3.0318 0.8189 6.6172
O -1.2344 -3.4420 -5.9407
C 3.2908 0.0651 -3.6103
H 0.8470 4.9973 1.5951
H 0.1202 -1.1744 -5.2442
O -4.5783 1.7357 0.2338
C 0.5657 -3.7996 -3.0686
H 0.1049 -4.1790 -2.1566
O 2.5317 4.1640 -0.6452
H 1.4352 -3.7316 0.7628
C -1.1331 2.9622 -6.4234
C -2.7625 -2.2400 2.9949
C 0.2997 -2.2474 -3.2550
H 1.6308 -4.0268 -3.1125
C 0.6103 -0.3284 1.6227
O 1.8548 -1.4165 5.2290
C 2.3207 -3.5627 0.1500
C 3.2729 1.0561 -2.4572
C 0.8501 4.0933 0.9861
C -1.8307 -3.3975 3.2284
O -2.7689 -1.1268 3.4786
H 1.0637 -0.8326 2.4634
C -2.9274 5.2687 2.9044
H 2.2774 -0.0046 -4.0057
C 0.2608 3.4409 -6.0689
C 2.4072 -2.0113 6.2880
H -3.9985 -2.0920 -1.7985
C 2.0853 0.3322 6.8524
C -0.0816 0.6425 -0.3191
H 2.9382 -2.2699 1.7374
C -3.4882 -3.9051 1.4970
H 1.9813 -2.9602 -0.6925
C 3.7165 -1.1750 -2.8719
H -1.9996 -3.9112 4.1748
H 5.1077 1.0783 -1.4420
H 1.5285 -2.2672 -5.0687
C -3.4892 -1.2189 -1.3905
O 2.8069 -3.1704 6.2865
H 2.8652 3.9706 1.3874
H -0.1275 1.0016 -1.3366
H 1.7165 0.6612 4.7204
O 4.0566 -4.1328 1.4935
H -1.1444 0.1349 2.7135
O -0.1502 -4.2386 -4.2382
H 3.5934 -4.6622 -1.2130
O 1.6775 5.4096 -2.1851
C 0.9403 -0.0645 0.2965
C -4.2548 0.7940 -0.4843
H -1.4031 -4.3433 1.1988
H 0.3427 4.5092 -6.2690
C 3.3754 -2.9371 0.9946
H -0.0671 3.6945 -1.0083
C 3.7614 -5.2806 0.8620
C -1.0562 0.8390 0.6647
H 3.9731 0.1921 -4.4508
H 3.5244 2.1102 -2.5743
C 1.4535 -0.0617 5.4925
H -3.5735 -0.8132 0.6950
H 0.9885 2.9906 -6.7439
N -0.6278 0.2694 1.8561
H -5.7820 4.2107 3.3142
H -4.3797 -0.4123 -3.2430
H 0.3143 3.3244 1.5428
C -3.8981 3.2930 3.6074
H -4.3633 -4.5132 1.7266
H -1.9165 1.4745 0.5147
C 0.5043 -2.0685 -4.7530
H -0.8005 -3.0429 3.2604
H -4.1552 3.3267 4.6661
H 1.5355 2.7402 -4.3779
O -3.8158 1.0209 -1.7776
C 0.4885 2.9254 -4.6181
C -4.8305 4.1622 2.7846
H 2.2875 1.0748 -1.9918
H -3.9406 2.2442 3.3137
H 4.1521 -2.4047 0.4455
H 3.8364 0.5289 -0.3658
O -3.6774 -2.6071 2.1337
C 2.2061 3.5766 0.6138
C -2.1182 -4.3395 2.0214
H 2.2130 -5.5975 -0.6054
O -1.2616 1.7083 -5.7204
O -2.1467 6.2080 2.7277
H 0.3668 -0.0584 5.5778
H -2.0677 3.3319 2.4920
H 3.4313 -1.0517 7.8741
O -4.1988 5.3618 2.6107
H -2.4385 -1.4900 -1.2875
C 4.2069 0.4670 -1.3891
C -4.2559 -0.7102 -0.1487
H 1.8139 -0.3726 -0.2588
O 3.6647 -2.3471 -3.3109
H 0.9068 -1.5637 -2.6616
H -1.2160 2.6439 -7.4626
C 0.3464 4.4861 -0.3833
O 4.3070 -0.8920 -1.6849
H -2.6300 -0.0613 -3.0200
H -1.9125 3.6543 -6.1047
*
```

A molecular structure, C26H28CoN4O6, computed with ωB97M-V/def2-TZVPD.

Properties
- E_tot (a.u.) = -3060.51613

```
! wB97M-V def2-TZVPD RIJCOSX def2/J DEFGRID3
* xyz 1 5
N -1.8410 -0.6347 0.2864
H -0.0425 0.3439 -1.7723
H -1.1146 2.3041 -1.7211
C -0.9426 -4.2643 1.5159
C -1.9055 -2.4710 -2.6198
H 2.4961 2.9699 -1.4959
C 0.4642 1.1840 -1.3010
H -2.1800 -3.4430 -2.2041
C 0.0102 3.4412 -0.4341
H -2.5886 -2.3361 2.5699
C 1.8511 1.0171 -0.9133
H -2.6309 -1.7251 -2.3030
O 0.5226 2.0631 1.3972
H 1.3299 -2.4375 -2.6106
C -0.3143 4.6779 -0.9823
H -2.0082 -1.6243 -4.6203
H 4.8736 2.5256 -1.0592
C -2.5821 2.7367 0.8883
C -0.1280 -2.6809 -4.2626
C -1.9957 -2.8802 3.3056
H 0.3032 -3.8881 -2.4984
C 0.5969 1.8892 2.8164
O -0.0185 -2.0966 2.2167
O -1.3187 -5.3877 1.7302
N -3.5031 2.1365 -2.4656
C -0.6667 -3.3086 2.7077
H 0.6076 0.8146 2.9758
H -1.8324 -2.2351 4.1679
H -0.4559 6.7807 -0.6357
C -0.2137 5.8178 -0.2129
H -2.5510 -3.7634 3.6153
H 0.6910 4.4081 2.7341
H 0.3098 -1.7891 -4.7105
C -2.3038 0.4281 0.1897
C 3.6695 -0.5052 -0.1883
H -2.1916 -3.3718 -4.5690
H -0.2295 -4.9069 4.0564
C 4.5777 0.4893 -0.4188
C 0.2367 -3.9835 3.7210
H 1.1996 -4.2456 3.2754
C -2.7959 1.6932 -0.0434
C 0.1756 5.7050 1.1167
H 5.6303 0.3162 -0.2448
C -3.2510 1.9471 -1.3538
H -0.6444 4.7310 -2.0112
C 4.1476 1.7454 -0.8793
H 0.4018 -3.3343 4.5807
C 2.7963 2.0012 -1.1199
C 0.4461 4.4720 1.6851
C 2.2678 -0.2725 -0.4042
H 0.2445 6.5902 1.7330
H -0.2786 2.3250 3.2984
C 0.3423 -2.8446 -2.8236
O -0.7722 -3.7411 0.3312
H 0.1572 -3.5346 -4.8735
H 3.9626 -1.4786 0.1788
C -1.6606 -2.5311 -4.1287
N -0.2141 2.2818 -1.2309
H 0.9293 -2.1886 2.3725
H 1.5142 2.3318 3.2078
C 0.3571 3.3138 0.9199
O 1.4237 -1.1482 -0.0774
N -2.3587 3.5964 1.6206
O -0.6240 -2.0964 -2.0560
Co -0.3776 -1.9289 0.0311
*
```

A molecular structure, C27H25BGeN6Zr, computed with ωB97M-V/def2-TZVPD.

Properties
- E_tot (a.u.) = -3520.34220

```
! wB97M-V def2-TZVPD RIJCOSX def2/J DEFGRID3
* xyz 3 2
C -1.4479 2.0772 0.8127
C -0.6984 -0.5473 3.9457
H -4.4979 -0.0841 1.8353
C -0.7587 -1.3967 -1.7523
H -0.0267 2.5334 -6.1689
C 3.2599 -3.4397 0.2883
C -1.7364 0.8940 0.0936
H 2.1557 -0.8951 5.4731
H -3.0622 4.4000 -3.7852
C -3.6329 0.5059 1.5607
H 3.9926 3.5214 0.6650
C -0.3222 1.6910 -4.2258
H 3.7818 -4.2840 -0.1276
C -0.6910 -1.8747 -3.0722
Ge -0.7684 0.5565 -1.6325
N 1.8228 1.0807 1.0032
N 1.7544 -1.8118 0.6254
Zr 0.2347 -0.3112 0.8193
H -1.7536 -0.4610 3.7389
H 1.6279 2.6943 -0.3672
H -1.0744 -2.1103 0.3453
C -1.0062 -2.3318 -0.7335
C 2.2248 2.2350 0.4053
H 0.4587 0.9511 -4.3525
H -0.5077 -1.1897 -3.8904
H -1.4012 -5.1472 -2.5543
H 3.7058 -0.7218 3.3762
H 1.5036 -3.1251 -1.0222
C -2.8391 0.1106 0.4877
N 0.2126 -0.5043 2.9368
H 4.4617 -2.7988 2.0732
C -2.2390 2.4552 1.8859
C -3.3308 1.6693 2.2571
C 3.4243 2.6463 0.9286
H -0.6390 2.7312 0.5047
C -1.5738 3.5539 -5.0819
C -0.9223 -3.2117 -3.3551
H -3.9573 1.9793 3.0841
H -2.0296 3.3759 2.4148
C -1.2330 -3.6712 -1.0119
H -3.1086 -0.7804 -0.0670
C 3.7535 1.6748 1.8758
H -1.4305 -4.3689 -0.2091
C -2.2982 3.6432 -3.8985
H -1.7764 4.2495 -5.8854
C 3.6177 -2.6928 1.4093
C -0.5877 2.5852 -5.2459
H -0.5079 -0.7908 6.1243
H -0.8986 -3.5516 -4.3820
N 2.7973 0.7550 1.9140
C 1.2981 -0.7715 4.8297
N 2.7253 -1.7268 1.6014
C 2.1040 -2.8583 -0.1687
H -2.6142 2.8289 -1.9458
C -1.2046 -4.1069 -2.3308
C -1.0654 1.7724 -3.0398
H 4.6198 1.5956 2.5144
B 2.7573 -0.6008 2.6755
C -0.0596 -0.7151 5.1487
N 1.4501 -0.6461 3.5163
C -2.0432 2.7604 -2.8637
*
```

9 unconnected molecules or ions with the total composition C9H27N9O18 in a non-equilibrium geometry, computed with ωB97M-V/def2-TZVPD.

Properties
- structure (SMILES) = C[N+](=O)[O-].C[N+](=O)[O-].C[N+](=O)[O-].C[N+](=O)[O-].C[N+](=O)[O-].C[N+](=O)[O-].C[N+](=O)[O-].C[N+](=O)[O-].C[N+](=O)[O-]
- E_tot (a.u.) = -2205.33713

```
! wB97M-V def2-TZVPD RIJCOSX def2/J DEFGRID3
* xyz 0 1
O 0.5495 -1.7720 3.7742
O -0.0441 5.1839 0.4117
N -0.1583 5.2413 -0.8124
H 3.1791 2.8767 -2.7122
H -4.5180 -2.2580 -1.0900
N 1.3808 -4.7628 2.5150
C -0.1893 -0.9300 0.7299
H -3.3825 -1.1639 -0.2606
H 0.6382 -2.9663 5.7509
O 5.3151 1.1377 -2.3546
H 1.2093 4.6141 -2.1542
H -2.7128 2.5840 2.8883
O -5.2874 0.1726 -2.5132
C -2.3742 1.9962 -3.3734
O -5.8844 -0.0775 -0.4883
H -0.3382 3.6985 -2.1786
O 1.2958 0.6561 0.0272
C 5.0591 -1.3876 -0.3327
O -0.4139 0.2172 -1.2540
O 0.8050 -4.2195 1.6059
H -1.4069 1.9613 -3.8747
H -0.8837 -0.5275 1.4673
O -3.2435 1.5008 -0.0673
H -3.3393 -1.4216 -2.0374
H -0.0799 -4.3961 4.9389
H -2.2538 2.6466 -2.5070
N -0.4328 -2.4284 4.0615
H 5.5094 -1.5161 -1.3170
N 0.2801 0.0935 -0.2293
H 3.1604 1.6676 -1.4211
C -2.2823 2.3845 1.9070
N -5.1390 -0.3200 -1.3742
O -1.5784 -2.3252 3.5845
O -2.9890 3.2406 -5.2772
H -1.1335 -3.2971 5.8267
N -3.3970 2.5742 -4.3290
H 5.3097 -0.3618 -0.0624
H 2.4764 -3.0844 2.7654
C 2.6145 -4.1457 2.9717
O 4.1507 0.4652 -4.0563
H 5.5028 -2.0762 0.3863
H 0.6948 -1.3156 1.2375
H -1.2128 2.1798 1.9570
C 0.4517 4.1126 -1.5519
C -0.2307 -3.3535 5.2186
O 2.9664 -1.3161 -1.4313
O 0.9232 -5.7404 3.0888
O -3.2184 0.2798 1.7040
C 3.0485 1.8166 -2.4951
N 4.2839 1.1446 -3.0289
H 3.4414 -4.6895 2.5149
H 0.7665 3.2742 -0.9306
H -2.5079 3.3297 1.4133
O -4.5922 2.4058 -4.1430
O -0.7953 6.1389 -1.3876
C -3.9782 -1.3136 -1.1610
N 3.5858 -1.7049 -0.4627
H 2.5939 -4.3663 4.0390
H 2.0922 1.4593 -2.8770
O 3.0963 -2.3903 0.3892
H -2.6236 1.0047 -2.9955
H -0.7319 -1.7409 0.2439
N -3.0275 1.3101 1.1228
*
```